Molecular formula: C9H7N3O3PtS
Method: DFT, ωB97M-V with the def2-TZVPD basis set

Properties
- Charge: -2
- Energy above the lowest of the compared OMol25 structures with the same formula, charge and spin: 52.6 kJ/mol
- HOMO-LUMO gap (spin up / spin down): 0.1233 / 0.2027 Ha
- 2S+1: 3
- E_LUMO (spin up / spin down): 0.1930 / 0.1930 hartree
- HOMO energy (spin up / spin down): 1.89 / -0.26 eV
- Max |F|: 0.76 eV/Å
- E_tot: -34138.50649 eV

Each line ends with the Löwdin spin population.
Atoms and positions in Å:
Pt: -0.13362 0.25034 -2.00873  0.13
N: -2.46223 3.94507 -0.65669  0.01
C: -1.62493 2.80836 -0.77703  0.02
S: -0.14460 3.03379 -1.64885  0.05
N: -2.06595 1.74573 -0.20201  0.01
N: -1.24846 0.61231 -0.31087  0.25
C: -0.89767 0.09362 0.87033  0.19
C: 0.13070 -0.84002 1.09581  0.06
C: 0.11270 -1.66759 2.25936  0.12
C: 1.15415 -2.52261 2.57682  0.01
C: 2.26493 -2.61224 1.73947  0.15
C: 2.30768 -1.80962 0.58250  0.04
C: 1.29187 -0.92401 0.24293  0.06
O: 1.46668 -0.11086 -0.79367  0.03
H: -2.30363 4.55683 -1.44395  0.00
H: -3.42973 3.65133 -0.60164  0.00
H: -1.49684 0.42569 1.71795  0.02
H: -0.75691 -1.61265 2.90810  0.01
H: 1.09161 -3.13352 3.47384  0.00
H: 3.08387 -3.28588 1.96978  0.01
H: 3.17276 -1.82830 -0.07376  0.00
O: 1.40774 -0.79539 -4.35558  0.00
C: 0.82052 -0.39011 -3.46014  -0.01
O: -1.74064 0.40972 -3.10396  0.86

Molecular formula: C9H7N5
Method: DFT, ωB97M-V with the def2-TZVPD basis set

Properties
- Energy above the lowest of the compared OMol25 structures with the same formula, charge and spin: 414.2 kJ/mol
- HOMO-LUMO gap: 0.2685 Ha
- E_LUMO: -0.0245 hartree
- HOMO energy: -7.97 eV
- Max |F|: 7.49 eV/Å
- SMILES: Nc1nnc2c3ccccc3cnn12
- E_tot: -16891.39050 eV

Each line ends with the Löwdin charge.
Atoms and positions in Å:
N: 3.65025 0.61544 0.03135  0.12
C: 2.56683 -0.28154 0.08742  -0.43
N: 2.47651 -1.61180 0.01438  0.04
N: 1.12481 -1.87355 -0.15336  0.05
C: 0.51346 -0.68684 -0.33827  -0.23
C: -1.01780 -0.51704 -0.18748  -0.14
C: -1.94018 -1.49949 -0.05358  0.00
C: -3.26649 -0.99418 0.42426  -0.07
C: -3.47540 0.30919 0.06370  -0.14
C: -2.54334 1.35100 -0.18192  -0.02
C: -1.19240 0.86153 -0.11217  -0.15
C: -0.06785 1.87620 0.00036  -0.08
N: 1.17299 1.75995 0.25231  0.18
N: 1.36083 0.27868 0.08554  0.00
H: 4.60280 0.45861 0.11617  0.05
H: 3.24712 1.65569 0.14198  0.13
H: -2.08423 -2.74726 0.32592  0.21
H: -3.92462 -1.82524 0.47219  0.08
H: -4.58685 0.43545 -0.28354  0.14
H: -2.75157 2.49457 -0.53401  0.17
H: -0.46138 2.83420 -0.06420  0.09

Molecular formula: C9H7NO3
Method: DFT, ωB97M-V with the def2-TZVPD basis set

Properties
- Energy above the lowest of the compared OMol25 structures with the same formula, charge and spin: 328.4 kJ/mol
- HOMO-LUMO gap: 0.2757 Ha
- E_LUMO: -0.0103 hartree
- HOMO energy: -7.78 eV
- Max |F|: 4.97 eV/Å
- SMILES: C1=c2ccccc2=NOC1.O=C=O
- E_tot: -17075.63991 eV

Each line ends with the Löwdin charge.
Atoms and positions in Å:
C: 1.09080 1.29506 -0.07019  0.01
C: 0.22005 0.29935 -0.27501  -0.16
C: 0.09487 -0.56947 -1.40596  -0.01
C: -0.78289 -1.59706 -1.28620  -0.03
C: -1.58372 -1.85821 -0.08202  -0.08
C: -1.47766 -1.12346 0.99115  -0.04
C: -0.66024 0.06999 0.87579  -0.24
N: -0.77084 0.85122 1.85543  0.06
O: -0.08447 1.95865 2.05378  -0.07
C: 1.07959 2.12226 1.20411  -0.14
H: 1.84969 1.66220 -0.76966  0.12
H: 0.64396 -0.51880 -2.23218  0.07
H: -0.93544 -2.25045 -1.99938  0.05
H: -2.28941 -2.75675 0.08208  0.14
H: -2.10887 -1.39854 1.84524  0.13
H: 1.36548 3.22830 1.12759  0.14
H: 1.96229 1.68140 1.72416  0.11
O: 1.56721 -0.57667 3.27393  0.21
C: 0.64402 -0.54077 3.94860  -0.48
O: -0.23436 -0.45502 4.65698  0.23

Molecular formula: C9H7NO4S
Method: DFT, ωB97M-V with the def2-TZVPD basis set

Properties
- Energy above the lowest of the compared OMol25 structures with the same formula, charge and spin: 233.8 kJ/mol
- HOMO-LUMO gap (spin up / spin down): 0.2680 / 0.2466 Ha
- E_LUMO (spin up / spin down): -0.0268 / -0.0618 hartree
- HOMO energy (spin up / spin down): -8.02 / -8.39 eV
- Max |F|: 4.00 eV/Å
- E_tot: -29956.36717 eV

Each line ends with the Löwdin charge.
Atoms and positions in Å:
C: 2.38039 -1.43775 1.50546  -0.08
C: 1.74339 -0.55461 2.46875  -0.07
C: 2.12040 -1.41996 0.14223  -0.02
C: 0.76786 0.35363 2.00387  0.00
C: 1.17508 -0.47156 -0.31354  -0.21
C: 0.49694 0.32501 0.61557  -0.14
C: 0.73304 -0.26139 -1.66196  0.06
C: -0.29965 0.66871 -1.50869  -0.28
C: -0.52039 1.04524 -0.13907  -0.23
N: -1.89607 -1.36629 -0.69221  0.15
O: -2.51083 3.31132 -1.67345  -0.20
O: -3.52911 1.09319 -1.24992  -0.21
O: -1.25280 1.30681 -2.23604  -0.07
O: -1.52224 1.86615 0.12740  -0.02
S: -2.38498 1.93647 -1.31869  0.70
H: 3.29329 -2.03148 1.84611  0.12
H: 2.14486 -0.55182 3.47476  0.09
H: 2.67053 -1.88514 -0.66387  0.11
H: 0.11843 0.97420 2.64556  0.12
H: 1.09569 -0.58942 -2.69909  0.16
H: -1.90589 -1.09601 0.26043  -0.03
H: -2.91794 -1.21530 -0.93359  0.02

Molecular formula: C9H8CeN2O4
Method: DFT, ωB97M-V with the def2-TZVPD basis set

Properties
- Charge: +3
- HOMO-LUMO gap (spin up / spin down): 0.1394 / 0.1402 Ha
- 2S+1: 2
- E_LUMO (spin up / spin down): -0.5381 / -0.5374 hartree
- HOMO energy (spin up / spin down): -18.43 / -18.44 eV
- Max |F|: 11.60 eV/Å
- E_tot: -33525.77089 eV

Each line ends with the Löwdin spin population.
Atoms and positions in Å:
Ce: -0.00417 -0.44387 -0.59617  0.99
C: 0.02830 0.50309 2.06921  0.00
O: 0.03753 0.76588 3.16585  0.00
C: -0.00288 2.13693 -0.55245  0.00
O: -0.00486 3.27856 -0.45278  0.00
C: -2.16245 -0.00452 -0.06812  0.00
O: -3.30772 0.00505 0.13935  0.00
C: 2.16940 -0.00574 -0.11805  0.00
O: 3.32489 0.02472 0.03971  0.01
C: -0.00787 -1.66747 -5.02224  0.00
H: 0.93312 -2.19541 -4.79628  0.00
H: -0.94348 -2.19472 -4.77279  0.00
C: -0.01116 -0.35920 -5.33359  0.00
H: -0.94880 0.22058 -5.34782  0.00
H: 0.92651 0.21938 -5.37130  0.00
N: -1.06329 -3.01351 1.31512  0.00
C: -0.71614 -4.18116 1.82930  0.00
C: 0.67380 -4.24322 1.74283  0.00
C: 1.13194 -3.05663 1.16561  0.00
N: 0.02621 -2.28816 0.86180  0.00
H: -1.97910 -2.58264 1.20974  0.00
H: -1.50898 -4.87514 2.20365  0.00
H: 1.32000 -5.04784 2.04995  0.00
H: 2.10460 -2.64874 0.90478  0.00

Molecular formula: C9H8Cl2S2
Method: DFT, ωB97M-V with the def2-TZVPD basis set

Properties
- HOMO-LUMO gap: 0.3027 Ha
- E_LUMO: -0.0295 hartree
- HOMO energy: -9.04 eV
- Max |F|: 4.38 eV/Å
- E_tot: -56175.60666 eV

Each line ends with the Löwdin charge.
Atoms and positions in Å:
C: -1.03816 -1.37810 -0.14710  -0.03
C: -0.75113 1.05893 0.31168  -0.05
C: -2.94853 0.10297 -0.00365  -0.13
C: -0.19003 -0.24703 0.04028  -0.25
C: -2.41806 -1.14359 -0.16964  -0.65
C: -2.16832 1.25641 0.22832  -0.65
C: 2.28271 -0.93914 -0.55371  -0.14
C: 2.29448 0.54928 -0.34577  -0.62
C: 1.22246 -0.32750 0.19955  -0.47
S: 1.97172 1.73939 -1.64912  0.79
S: 1.55161 -0.74300 2.42228  0.58
Cl: -3.33972 -2.59688 -0.35709  0.69
Cl: -2.96065 2.76463 0.35968  0.71
H: -0.67297 -2.35188 -0.24176  0.09
H: -0.06687 1.88655 0.57344  0.12
H: -3.97356 0.23019 -0.13928  0.09
H: 1.96867 -1.18177 -1.57700  0.12
H: 3.00273 -1.61803 -0.23155  0.09
H: 3.09676 0.95154 0.23861  0.07
H: 0.68974 1.75833 -1.28149  -0.16
H: 2.44713 0.22869 2.32331  -0.23

Molecular formula: C9H8ClN2O2S
Method: DFT, ωB97M-V with the def2-TZVPD basis set

Properties
- Charge: -1
- HOMO-LUMO gap: 0.2172 Ha
- E_LUMO: 0.0707 hartree
- HOMO energy: -3.99 eV
- Max |F|: 1.53 eV/Å
- E_tot: -39897.45663 eV

Each line ends with the Löwdin charge.
Atoms and positions in Å:
O: 3.41928 0.27779 1.20379  0.02
C: 2.97767 -0.68112 0.61989  -0.43
O: 2.07990 -0.52675 -0.40832  -0.06
C: 2.02566 0.77791 -0.94997  -0.22
C: 0.86401 1.59427 -0.39009  -0.12
C: -0.39800 0.79438 -0.18396  -0.20
C: -1.14294 0.95606 1.02909  -0.02
C: -2.27939 0.27080 1.29415  -0.02
C: -2.73917 -0.65441 0.32973  -0.37
N: -3.81463 -1.44478 0.40845  -0.25
S: -3.85467 -2.29159 -0.94416  0.96
N: -2.56692 -1.71843 -1.71942  -0.23
C: -2.02506 -0.82072 -0.89151  -0.36
C: -0.85022 -0.07055 -1.12703  0.03
H: 3.17583 -1.77061 0.92240  -0.09
H: 2.96261 1.31722 -0.84744  0.12
H: 1.84943 0.65020 -2.02110  0.11
H: 0.64165 2.42823 -1.05988  0.12
H: 1.15159 2.02663 0.56769  0.11
H: -0.78151 1.65255 1.77295  0.11
H: -2.81218 0.39392 2.22386  0.11
H: -0.30281 -0.20079 -2.04832  0.12
Cl: 2.41988 -2.96020 2.21920  -0.46

Molecular formula: C9H8F2
Method: DFT, ωB97M-V with the def2-TZVPD basis set

Properties
- Energy above the lowest of the compared OMol25 structures with the same formula, charge and spin: 147.7 kJ/mol
- HOMO-LUMO gap: 0.3258 Ha
- E_LUMO: 0.0093 hartree
- HOMO energy: -8.61 eV
- Max |F|: 5.63 eV/Å
- E_tot: -14893.86121 eV

Each line ends with the Löwdin charge.
Atoms and positions in Å:
C: -1.92300 1.35086 1.78097  -0.04
C: -1.94492 -0.01314 1.37465  -0.11
C: -0.97833 2.14185 1.14368  -0.10
C: -1.08532 -0.54952 0.54121  -0.07
C: -0.05492 1.57077 0.33464  -0.05
C: -0.07138 0.23080 -0.08835  -0.24
C: 0.82945 -0.17706 -2.41496  0.02
C: 0.77763 -0.31543 -1.06992  -0.09
C: 2.11217 -1.93005 -0.50840  -0.26
F: 2.60390 -2.38762 -1.63768  0.06
F: 3.08501 -1.69956 0.42280  0.02
H: -2.53974 1.63942 2.62250  0.10
H: -2.60469 -0.72131 1.91180  0.12
H: -0.76433 3.17183 1.29408  0.10
H: -1.00679 -1.65089 0.41947  0.12
H: 0.59084 2.28146 -0.13666  0.11
H: 1.59590 -0.67930 -3.13052  0.09
H: 0.05101 0.43622 -2.88020  0.06
H: 1.32752 -2.69933 0.02092  0.16

Molecular formula: C9H8FN3
Method: DFT, ωB97M-V with the def2-TZVPD basis set

Properties
- Energy above the lowest of the compared OMol25 structures with the same formula, charge and spin: 0.0 kJ/mol
- HOMO-LUMO gap: 0.3491 Ha
- E_LUMO: 0.0282 hartree
- HOMO energy: -8.73 eV
- Max |F|: 4.49 eV/Å
- E_tot: -16649.35396 eV

Each line ends with the Löwdin charge.
Atoms and positions in Å:
C: 0.26259 -2.63471 1.90362  -0.10
C: 1.50830 -2.19723 1.45546  -0.10
C: -0.90573 -1.98790 1.55158  -0.01
C: 1.63542 -1.09437 0.63102  -0.02
C: -0.80475 -0.87824 0.72352  -0.22
C: 0.46703 -0.45284 0.26752  -0.15
C: -1.16342 0.81653 -0.50069  -0.27
C: -1.63401 1.96884 -1.32317  -0.20
C: 0.97228 1.49313 -1.30497  -0.14
N: -1.78610 -0.05517 0.21324  0.18
N: 0.20757 0.65017 -0.52488  0.05
N: -0.54880 2.38233 -2.18206  0.05
F: 1.64836 2.45075 -0.63368  0.05
H: 0.21690 -3.50096 2.54733  0.10
H: 2.39605 -2.73265 1.75758  0.10
H: -1.86963 -2.32206 1.89858  0.11
H: 2.59976 -0.74889 0.29112  0.11
H: -2.46627 1.63462 -1.95245  0.12
H: -2.00186 2.75675 -0.64906  0.13
H: 1.56428 1.09172 -2.12360  0.15
H: -0.29796 3.36017 -2.04601  0.06

Molecular formula: C9H8FN3O
Method: DFT, ωB97M-V with the def2-TZVPD basis set

Properties
- Energy above the lowest of the compared OMol25 structures with the same formula, charge and spin: 0.0 kJ/mol
- HOMO-LUMO gap: 0.3451 Ha
- E_LUMO: 0.0115 hartree
- HOMO energy: -9.08 eV
- Max |F|: 4.03 eV/Å
- SMILES: O=Cc1ccccc1-n1nccn1.F
- E_tot: -18695.79734 eV

Each line ends with the Löwdin charge.
Atoms and positions in Å:
O: 2.44485 1.95894 0.11108  0.06
C: 1.43190 1.63525 0.66479  -0.25
C: 1.04749 0.18109 0.83800  -0.15
C: 1.91780 -0.67246 1.50778  -0.04
C: 1.55338 -1.97998 1.70564  -0.07
C: 0.30081 -2.45163 1.20083  -0.06
C: -0.58031 -1.56426 0.57236  -0.03
C: -0.20221 -0.25402 0.36755  -0.18
N: -1.06441 0.53399 -0.43844  -0.18
N: -2.32906 0.22222 -0.52356  0.13
C: -2.78328 1.14058 -1.34291  -0.11
C: -1.73761 2.03029 -1.71772  -0.07
N: -0.61883 1.56172 -1.15264  0.09
H: 0.57427 2.38573 0.94535  0.15
H: 2.88044 -0.22525 1.66468  0.12
H: 2.17150 -2.70223 2.28021  0.11
H: 0.01972 -3.49917 1.36963  0.11
H: -1.43039 -2.06508 -0.01921  0.14
H: -3.82010 1.20507 -1.61831  0.10
H: -1.58927 2.59636 -2.53572  0.07
F: 0.73200 -0.48253 -1.91755  -0.09
H: 1.08131 0.44536 -1.96185  0.14

Molecular formula: C9H8FNOS
Method: DFT, ωB97M-V with the def2-TZVPD basis set

Properties
- Energy above the lowest of the compared OMol25 structures with the same formula, charge and spin: 433.4 kJ/mol
- HOMO-LUMO gap (spin up / spin down): 0.2726 / 0.2726 Ha
- E_LUMO (spin up / spin down): -0.0113 / -0.0113 hartree
- HOMO energy (spin up / spin down): -7.73 / -7.72 eV
- Max |F|: 3.45 eV/Å
- E_tot: -26546.68220 eV

Each line ends with the Löwdin charge.
Atoms and positions in Å:
C: 2.79355 -0.52314 2.18028  0.01
C: 2.29489 0.40740 2.68150  0.00
C: 1.43813 0.86316 -0.72461  -0.08
C: 0.94038 -0.31836 -1.16597  -0.04
C: 0.50723 1.90373 -0.41660  0.00
C: -0.43491 -0.69634 -1.05538  -0.29
C: -0.77792 1.55917 -0.19320  -0.26
C: -1.33016 0.26860 -0.51044  -0.46
C: -0.86504 -1.96894 -1.19026  0.09
N: -2.72661 -0.03136 -0.64806  -0.10
O: -2.34522 -1.86302 1.08568  -0.47
F: -1.66281 2.48997 0.17523  0.07
S: -2.31419 -0.45053 0.97882  1.00
H: 2.92273 -1.21906 1.43323  0.01
H: 2.39043 1.23376 -0.74291  0.08
H: 1.61370 -1.12626 -1.57751  0.13
H: 0.93838 2.85266 -0.31683  0.11
H: -0.17154 -2.70737 -1.34018  0.04
H: 2.19631 1.09638 3.44266  0.01
H: -1.92070 -2.33337 -1.22929  0.09
H: -3.48663 0.56291 -0.86616  0.08